Computed, not measured: an isolated molecule of C2H6O2 in a non-equilibrium geometry, with ωB97M-V with the def2-TZVPD basis set.

Calculated values
Strongest force on any atom = 1.86 eV Å⁻¹
SMILES string = OCCO
E_HOMO = -9.84 eV
ΔE to the lowest compared entry with this formula, charge and spin = 29.2 kcal/mol
E_tot = -6264.9867 eV
Gap between HOMO and LUMO = 10.63 eV

Each atom is followed by the atoms it is bonded to, with distances in Å.
CARTESIAN COORDINATES (ANGSTROEM)
1 O -0.39 -1.44 -0.18  C2 1.401, H5 1.019
2 C 0.71 -0.62 -0.44  O1 1.401, C3 1.546, H6 1.114, H7 1.107
3 C 0.24 0.65 0.31  C2 1.546, O4 1.515, H8 1.099, H9 1.081
4 O -1.23 0.79 0.01  C3 1.515, H10 0.973
5 H -1.12 -0.72 -0.23  O1 1.019
6 H 1.66 -1.06 -0.06  C2 1.114
7 H 0.89 -0.45 -1.52  C2 1.107
8 H 0.45 0.49 1.37  C3 1.099
9 H 0.61 1.61 -0.05  C3 1.081
10 H -1.82 0.76 0.79  O4 0.973